Below is a molecular structure, C20H17ClNO3PtS, with properties calculated with the ωB97M-V functional and the def2-TZVPD basis.

Summary:
Gap between HOMO and LUMO (spin up / spin down) (Ha): 0.0905 / 0.1727
E (a.u.): -2030.3535
E_HOMO (spin up / spin down) (eV): 1.661 / -0.581
ΔE to the lowest compared entry with this formula, charge and spin (kcal per mole): 23.5
Max |F| (eV/Å): 0.5
2S+1: 4
LUMO (spin up / spin down) (eV): 4.124 / 4.119
Net charge: -2

Element x y z (Å)
Pt (-0.548, -0.085, 0.777)
C (-4.662, -0.398, -0.749)
C (-3.153, -0.242, -0.799)
O (-2.649, 0.234, 0.297)
C (-2.479, -0.517, -2.014)
C (-3.247, -0.821, -3.188)
C (-2.691, -1.001, -4.446)
C (-1.316, -0.893, -4.613)
C (-0.518, -0.635, -3.490)
C (-1.028, -0.482, -2.194)
O (-0.149, -0.361, -1.229)
H (-4.970, -0.274, 0.289)
H (-4.996, -1.379, -1.106)
H (-5.179, 0.357, -1.359)
H (-4.324, -0.886, -3.100)
H (-3.337, -1.215, -5.293)
H (-0.860, -1.020, -5.590)
H (0.563, -0.582, -3.583)
O (-1.091, 0.048, 2.868)
N (-0.513, 1.052, 3.476)
C (-1.280, 1.900, 4.194)
C (-0.747, 2.968, 4.865)
C (0.636, 3.190, 4.775)
C (1.403, 2.335, 4.024)
C (0.855, 1.223, 3.350)
S (1.700, 0.123, 2.388)
H (-2.330, 1.649, 4.171)
H (-1.399, 3.618, 5.432)
H (1.094, 4.032, 5.281)
H (2.469, 2.482, 3.919)
Cl (5.374, -0.255, -6.159)
C (4.471, -0.113, -4.663)
C (4.127, 1.148, -4.189)
C (3.434, 1.259, -3.003)
C (3.075, 0.117, -2.238)
C (2.430, 0.230, -1.007)
C (3.410, -1.149, -2.788)
C (4.101, -1.263, -3.973)
H (4.398, 2.028, -4.758)
H (3.148, 2.237, -2.636)
H (2.144, 1.185, -0.592)
H (2.172, -0.633, -0.414)
H (3.092, -2.038, -2.257)
H (4.348, -2.236, -4.379)


Below is a molecular structure, C20H17ClSr, with properties calculated with the ωB97M-V functional and the def2-TZVPD basis.

Summary:
Gap between HOMO and LUMO (Ha): 0.1881
E (a.u.): -1263.2478
E_HOMO (eV): -0.128
Max |F| (eV/Å): 3.7
LUMO (eV): 4.991
Net charge: -2

Element x y z (Å)
C (1.954, -1.944, -0.222)
C (2.043, -2.081, -1.645)
C (0.723, -2.268, -2.144)
H (2.961, -2.100, -2.230)
C (-0.175, -2.282, -1.035)
C (0.585, -2.055, 0.145)
H (0.187, -1.954, 1.148)
H (2.785, -1.810, 0.471)
H (0.443, -2.433, -3.182)
H (-1.246, -2.496, -1.068)
Sr (0.939, 0.767, -1.557)
Cl (2.986, 1.842, -0.247)
C (1.054, 2.400, -3.747)
C (-0.179, 1.721, -3.981)
C (0.112, 0.348, -4.237)
H (-1.154, 2.198, -4.102)
C (1.521, 0.168, -4.141)
C (2.110, 1.440, -3.849)
H (3.176, 1.658, -3.789)
H (1.165, 3.473, -3.591)
H (-0.605, -0.392, -4.598)
H (2.059, -0.757, -4.369)
C (-0.619, -0.108, 5.317)
C (0.565, -0.203, 4.547)
C (0.553, 0.076, 3.186)
C (-0.652, 0.442, 2.518)
C (-0.788, 0.614, 1.133)
C (-1.967, 0.874, 0.504)
C (-3.169, 0.968, 1.309)
C (-3.108, 0.761, 2.671)
C (-1.877, 0.513, 3.323)
C (-1.818, 0.223, 4.696)
H (-0.604, -0.306, 6.388)
H (1.493, -0.500, 5.027)
H (1.467, 0.002, 2.575)
H (-2.044, 1.008, -0.586)
H (-4.110, 1.202, 0.826)
H (-4.011, 0.756, 3.289)
H (-2.754, 0.238, 5.248)


Below is C20H17F3N4O2S in the gas phase, with properties calculated with the ωB97M-V functional and the def2-TZVPD basis.

Summary:
Gap between HOMO and LUMO (Ha): 0.2980
E (a.u.): -1839.5690
E_HOMO (eV): -8.027
ΔE to the lowest compared entry with this formula, charge and spin (kcal per mole): 53.3
Max |F| (eV/Å): 6.2
LUMO (eV): 0.082
Net charge: 0
SMILES: CC(=O)Nc1nc2c(Oc3cc(C4=CC[C@@H](C(F)(F)F)CC4)ncn3)cccc2s1

Element x y z (Å)
C (-1.384, 3.479, -1.813)
C (-0.344, 2.520, -2.426)
O (0.645, 3.021, -2.973)
N (-0.458, 1.089, -2.350)
C (0.560, 0.162, -2.553)
N (0.149, -1.025, -2.129)
C (1.243, -1.879, -2.226)
C (1.142, -3.291, -1.717)
O (0.190, -3.936, -1.066)
C (-0.817, -3.261, -0.403)
C (-0.570, -2.539, 0.736)
C (-1.468, -1.530, 1.027)
C (-1.034, -0.317, 1.785)
C (-1.983, 0.679, 2.094)
C (-1.632, 1.963, 2.759)
C (-0.082, 2.425, 2.481)
C (0.277, 3.681, 3.068)
F (-0.428, 4.763, 2.443)
F (-0.132, 3.624, 4.343)
F (1.591, 3.887, 3.140)
C (0.835, 1.287, 2.921)
C (0.494, -0.008, 2.139)
N (-2.699, -1.796, 0.719)
C (-3.010, -2.813, -0.087)
N (-2.068, -3.486, -0.704)
C (2.178, -4.127, -2.035)
C (3.124, -3.668, -2.915)
C (3.271, -2.312, -3.278)
C (2.330, -1.459, -2.898)
S (2.147, 0.225, -3.285)
H (-2.367, 3.029, -1.540)
H (-1.042, 4.007, -0.991)
H (-1.494, 4.155, -2.668)
H (-1.310, 0.807, -1.839)
H (0.386, -2.564, 1.102)
H (-3.061, 0.697, 1.861)
H (-2.313, 2.703, 2.253)
H (-1.848, 1.872, 3.801)
H (0.214, 2.639, 1.441)
H (1.902, 1.533, 2.743)
H (0.725, 1.184, 4.007)
H (0.831, -0.836, 2.718)
H (1.134, 0.037, 1.258)
H (-4.024, -3.167, -0.288)
H (2.204, -5.095, -1.565)
H (3.877, -4.356, -3.279)
H (4.124, -2.002, -3.814)